<1>
The following is a quantum chemistry calculation of a structure of composition C6H14N2, from the OMol25 dataset.

Properties
- Total charge: 0
- Kohn-Sham gap: 9.08 eV
- HOMO level: -8.66 eV

Last column: Mulliken charge in e.
CARTESIAN COORDINATES (ANGSTROEM)
C -1.49064 -1.41085 -1.18797  -0.773
C -1.55335 -0.32857 -0.01810  0.049
C -0.34896 0.86282 -0.05519  0.260
C -1.11610 2.04942 -0.18099  -1.040
C 0.94355 0.58400 -0.23416  -0.434
C 1.81445 -0.48386 0.45218  -0.211
H -3.05040 -1.47791 -1.62881  0.231
H -0.84848 -0.78851 -2.24001  0.234
H -0.78851 -2.53399 -0.95029  0.196
H -2.58135 0.17162 0.22130  0.253
H -1.06416 -0.27785 2.04646  0.259
H -1.02583 -1.94651 1.54202  0.241
H -2.18865 2.01485 0.50764  0.298
H -1.20353 2.36645 -1.45555  0.195
H -0.41648 3.21580 0.56639  0.244
H 1.55548 1.46268 -0.04754  0.251
H 1.57085 -1.59785 0.27475  0.206
H 1.69478 -0.10287 1.48552  0.280
H 3.72261 0.54539 0.01051  0.271
H 2.78732 -0.28868 -1.14745  0.303
N -1.48537 -0.84064 1.37720  -0.610
N 3.24861 -0.35941 -0.21141  -0.704

<2>
The following is a quantum chemistry calculation of a structure of composition C6H14N2, from the OMol25 dataset.

Properties
- Total charge: 0
- Kohn-Sham gap (spin up / spin down): 6.67 / 6.77 eV
- HOMO level (spin up / spin down): -5.98 / -6.05 eV

Last column: Mulliken charge in e.
CARTESIAN COORDINATES (ANGSTROEM)
C -0.11479 -1.70043 -0.19391  -0.107
C -0.51311 -0.50162 -0.88189  -0.206
C -1.93763 0.00484 -0.80325  -1.318
C 0.19435 1.32963 1.20177  -1.724
C 0.75248 0.74246 -0.08853  0.859
N -0.69061 -2.11925 0.97750  -0.431
N 1.69502 -0.40435 0.29541  -0.469
C 1.21412 1.66137 -1.02285  -1.054
H 0.47188 -2.45748 -0.69479  0.380
H -0.18241 -0.53695 -1.91751  0.389
H 2.37730 -0.54157 -0.44422  0.285
H -1.21118 -1.43158 1.49915  0.213
H -0.13876 -2.72535 1.56016  0.251
H 2.19585 -0.28223 1.17497  0.206
H -2.59330 -0.50532 -1.50576  0.356
H -1.93224 1.06496 -1.06084  0.360
H -2.36403 -0.07848 0.19754  0.272
H 0.97720 1.84445 1.75798  0.474
H -0.60507 2.03540 0.98821  0.343
H -0.20982 0.55148 1.85313  0.357
H 1.57668 1.33247 -1.98694  0.317
H 1.03807 2.71755 -0.90531  0.247

The least stable of them is <1>.

<1>
The following is a quantum chemistry calculation of a structure of composition C6H14N2, from the OMol25 dataset.

Properties
- Total charge: 0
- Kohn-Sham gap: 8.20 eV
- HOMO level: -7.21 eV

Last column: Mulliken charge in e.
CARTESIAN COORDINATES (ANGSTROEM)
C -0.78811 0.45019 0.35333  -0.290
C -1.95796 -1.01144 0.52278  -0.815
C 1.26012 2.47443 -0.76054  -1.043
C -1.36056 -2.17283 1.28717  -0.954
N 1.19199 1.08949 -0.33746  0.042
C -0.08282 -0.21902 -0.65822  0.514
N 2.33829 0.58963 0.32590  -0.693
C 0.09995 -1.10828 -1.60355  -0.850
H 3.18127 0.72112 -0.23691  0.219
H 2.48911 1.08429 1.20952  0.221
H -1.43466 1.26282 0.03737  0.232
H -0.36290 0.48768 1.35170  0.220
H -2.42564 -1.30623 -0.41729  0.378
H -2.72219 -0.49756 1.10853  0.401
H 2.13526 2.65858 -1.40614  0.325
H 0.36754 2.73346 -1.34057  0.337
H 1.33318 3.16393 0.09766  0.279
H -0.63078 -1.88228 -1.81277  0.281
H 0.99978 -1.07547 -2.20636  0.295
H -0.67189 -2.75884 0.67458  0.284
H -2.14196 -2.85576 1.63938  0.342
H -0.81700 -1.82790 2.17190  0.274

<2>
The following is a quantum chemistry calculation of a cluster of 2 separate species, C6H14N2 in total, from the OMol25 dataset.

Properties
- Total charge: 0
- Kohn-Sham gap (spin up / spin down): 7.31 / 7.31 eV
- HOMO level (spin up / spin down): -6.53 / -6.53 eV

Last column: Mulliken charge in e.
CARTESIAN COORDINATES (ANGSTROEM)
C -1.73756 0.36025 1.40393  -1.518
C -1.01245 0.01722 0.13135  1.214
C -1.76484 0.32346 -1.13311  -1.476
C -0.02072 -1.00596 0.18514  -0.594
N 0.28220 -1.74447 -0.98930  -0.535
H -2.62523 -0.27014 1.50720  0.357
H -1.10638 0.19859 2.27802  0.390
H -2.07097 1.39993 1.40288  0.346
H -1.12671 0.19182 -2.00621  0.344
H -2.17675 1.33394 -1.10634  0.375
H -2.60129 -0.37298 -1.24653  0.368
H -0.00675 -1.59124 1.10455  0.398
H 0.46474 -2.72573 -0.82201  0.249
H 1.09186 -1.40922 -1.50792  0.208
C 2.73508 0.05288 -0.22904  -0.914
C 1.57437 0.24958 0.49016  -0.056
N 0.72145 1.37614 0.11461  -0.434
H 2.75531 0.21676 -1.29854  0.331
H 3.58302 -0.45192 0.20571  0.235
H 1.66172 0.19032 1.57124  0.264
H 0.77694 1.56545 -0.88024  0.223
H 0.60294 2.09530 0.82441  0.224

The least stable of them is <1>.

<1>
The following is a quantum chemistry calculation of a cluster of 2 separate species, H2Se in total, from the OMol25 dataset.

Properties
- Total charge: 0
- Kohn-Sham gap: 6.12 eV
- HOMO level: -9.43 eV

Last column: Mulliken charge in e.
CARTESIAN COORDINATES (ANGSTROEM)
Se 0.88957 -0.02158 0.00000  -0.183
H -1.63980 -1.38695 0.00000  0.035
H 0.75023 1.40853 0.00000  0.148

<2>
The following is a quantum chemistry calculation of an isolated molecule of H2Se, from the OMol25 dataset.

Properties
- Total charge: 0
- Kohn-Sham gap: 10.20 eV
- HOMO level: -9.35 eV

Last column: Mulliken charge in e.
CARTESIAN COORDINATES (ANGSTROEM)
Se 0.73193 -0.03070 -0.00067  -0.213
H -0.44788 -1.01882 0.01795  0.103
H -0.28405 1.04952 -0.01727  0.110

The least stable of them is <1>.

<1>
The following is a quantum chemistry calculation of a cluster of 3 separate species, C5H8S in total, from the OMol25 dataset.

Properties
- Total charge: 0
- Kohn-Sham gap (spin up / spin down): 7.34 / 7.33 eV
- HOMO level (spin up / spin down): -7.14 / -7.13 eV

Last column: Mulliken charge in e.
CARTESIAN COORDINATES (ANGSTROEM)
C 1.66323 -0.75058 -0.30612  -0.564
C -0.30271 0.80014 -0.06659  0.426
C 0.38843 -1.55137 -0.06199  -0.373
C -0.78097 -0.60045 -0.02536  -0.851
C -1.01981 1.85848 -0.25688  -0.637
S 1.47203 0.93036 -0.03331  -0.087
H 2.58042 -1.22198 -0.34144  0.469
H 0.31344 -2.31782 -0.77813  0.352
H 0.62697 -1.97750 0.97693  0.209
H -1.39094 -0.63339 0.82745  0.289
H -1.50915 -0.72760 -0.82140  0.314
H -2.71820 1.71361 -0.64075  0.143
H -0.80007 2.95380 -0.19578  0.325
H 1.47733 1.52432 1.72336  -0.017

<2>
The following is a quantum chemistry calculation of an isolated molecule of C5H8S, from the OMol25 dataset.

Properties
- Total charge: 0
- Kohn-Sham gap: 9.47 eV
- HOMO level: -8.56 eV

Last column: Mulliken charge in e.
CARTESIAN COORDINATES (ANGSTROEM)
C -1.29211 -1.02883 2.20851  -1.331
C -0.63405 -0.10508 1.31982  0.667
C -0.21905 0.63146 0.48411  -0.080
C 0.35747 1.61483 -0.42763  -0.639
S 0.37554 1.18664 -2.16782  -0.093
C 1.07877 -0.45604 -2.09526  -0.747
H -0.63083 -1.69031 2.75358  0.316
H -2.09087 -1.57095 1.68028  0.280
H -1.84821 -0.50476 3.06453  0.287
H -0.21761 2.52568 -0.39506  0.302
H 1.45535 1.72353 -0.10613  0.261
H 0.34795 -1.07394 -1.52464  0.231
H 2.13668 -0.39971 -1.66517  0.233
H 1.18098 -0.85253 -3.12912  0.314

The least stable of them is <1>.